No. 1
A 2-piece molecular cluster, C7H16N overall, computed with the ωB97M-V functional and the def2-TZVPD basis.

Bonds (Å) are listed after each position.
CARTESIAN COORDINATES (ANGSTROEM)
1 C 0.44 -1.24 1.67  C2 1.322, N4 1.435, H5 1.075
2 C 1.54 -0.59 1.33  C1 1.322, H6 1.082, H7 1.080
3 C -0.66 -3.39 1.56  N4 1.273, H8 1.082, H9 1.081
4 N 0.31 -2.61 1.29  C1 1.435, C3 1.273, H10 1.019
5 H -0.36 -0.92 2.31  C1 1.075
6 H 2.40 -1.11 0.93  C2 1.082
7 H 1.57 0.49 1.42  C2 1.080
8 H -0.64 -4.39 1.15  C3 1.082
9 H -1.49 -3.05 2.17  C3 1.081
10 H 1.03 -2.98 0.68  N4 1.019
11 C -0.10 2.44 0.60  C14 1.520, H15 1.085, H16 1.091, H17 1.093
12 C -0.52 0.43 -2.71  C13 1.528, H18 1.088, H19 1.090, H20 1.087
13 C -0.78 0.89 -1.28  C12 1.528, C14 1.522, H21 1.093, H22 1.094
14 C 0.25 1.88 -0.77  C11 1.520, C13 1.522, H23 1.094, H24 1.091
15 H -0.87 3.21 0.57  C11 1.085
16 H 0.75 2.89 1.12  C11 1.091
17 H -0.48 1.67 1.28  C11 1.093
18 H -1.25 -0.31 -3.02  C12 1.088
19 H 0.47 -0.03 -2.82  C12 1.090
20 H -0.57 1.27 -3.39  C12 1.087
21 H -0.83 0.02 -0.61  C13 1.093
22 H -1.77 1.35 -1.25  C13 1.094
23 H 1.24 1.41 -0.74  C14 1.094
24 H 0.34 2.68 -1.50  C14 1.091

## Properties
**Net charge**: +1
**ΔE to the lowest compared entry with this formula, charge and spin**: 1.926 eV



No. 2
A 2-piece molecular cluster, C7H16N overall, computed with the ωB97M-V functional and the def2-TZVPD basis.

Bonds (Å) are listed after each position.
CARTESIAN COORDINATES (ANGSTROEM)
1 C -1.65 -1.90 -1.41  C2 1.502, H5 1.089, H6 1.086, H7 1.094
2 C -1.70 -0.47 -0.95  C1 1.502, C3 1.327, C4 1.504
3 C -2.35 -0.11 0.15  C2 1.327, H8 1.084, H9 1.082
4 C -1.04 0.53 -1.86  C2 1.504, H10 1.090, H11 1.093, H12 1.096
5 H -2.33 -2.06 -2.24  C1 1.089
6 H -1.91 -2.60 -0.61  C1 1.086
7 H -0.65 -2.17 -1.78  C1 1.094
8 H -2.45 0.93 0.41  C3 1.084
9 H -2.83 -0.85 0.78  C3 1.082
10 H -0.95 1.51 -1.39  C4 1.090
11 H -1.61 0.65 -2.78  C4 1.093
12 H -0.04 0.19 -2.16  C4 1.096
13 C 1.29 2.15 1.57  C14 1.514, H17 1.090, H18 1.082, H19 1.089
14 C 0.91 0.70 1.34  C13 1.514, N16 1.478, H20 1.089, H21 1.087
15 C 2.22 -0.98 0.13  N16 1.265, H22 1.082, H23 1.085
16 N 2.11 -0.12 1.05  C14 1.478, C15 1.265, H24 1.018
17 H 2.17 2.24 2.21  C13 1.090
18 H 1.44 2.69 0.64  C13 1.082
19 H 0.49 2.63 2.12  C13 1.089
20 H 0.46 0.27 2.24  C14 1.089
21 H 0.23 0.55 0.51  C14 1.087
22 H 3.16 -1.50 0.03  C15 1.082
23 H 1.41 -1.19 -0.55  C15 1.085
24 H 2.95 0.09 1.59  N16 1.018

## Properties
**Net charge**: +1
**ΔE to the lowest compared entry with this formula, charge and spin**: 1.424 eV



No. 3
A 2-piece molecular cluster, C7H16N overall at a distorted geometry, computed with the ωB97M-V functional and the def2-TZVPD basis.

Bonds (Å) are listed after each position.
CARTESIAN COORDINATES (ANGSTROEM)
1 C -1.34 2.18 1.53  C2 1.526, H9 1.151, H10 1.058, H24 1.109
2 C -1.05 0.72 1.20  C1 1.526, C3 1.551, H11 1.108, H12 1.096
3 C -0.50 0.59 -0.24  C2 1.551, C5 1.499, H13 1.070, H14 1.195
4 C -0.65 -1.66 -1.35  C5 1.371, C7 1.504, H15 1.095
5 C 0.06 -0.76 -0.60  C3 1.499, C4 1.371, C6 1.500
6 C 1.48 -0.96 -0.16  C5 1.500, H16 1.138, H17 1.135, H18 1.165
7 C -0.20 -3.03 -1.78  C4 1.504, H19 1.125, H20 1.048, H21 1.117
8 N 1.57 2.07 0.52  H22 0.974, H23 0.980
9 H -1.63 2.38 2.62  C1 1.151
10 H -2.12 2.62 0.96  C1 1.058
11 H -0.24 0.37 1.87  C2 1.108
12 H -1.89 0.05 1.41  C2 1.096
13 H -1.22 0.92 -0.95  C3 1.070
14 H 0.42 1.36 -0.16  C3 1.195
15 H -1.62 -1.31 -1.72  C4 1.095
16 H 1.58 -0.70 0.94  C6 1.138
17 H 1.88 -1.99 -0.39  C6 1.135
18 H 2.14 -0.20 -0.74  C6 1.165
19 H -0.18 -3.14 -2.90  C7 1.125
20 H -0.85 -3.79 -1.47  C7 1.048
21 H 0.82 -3.28 -1.38  C7 1.117
22 H 2.04 2.71 -0.04  N8 0.974
23 H 1.89 2.15 1.44  N8 0.980
24 H -0.39 2.72 1.38  C1 1.109

## Properties
**Net charge**: +1
**ΔE to the lowest compared entry with this formula, charge and spin**: 7.131 eV



No. 4
A 2-piece molecular cluster, C7H16N2 overall, computed with the ωB97M-V functional and the def2-TZVPD basis.

Bonds (Å) are listed after each position.
CARTESIAN COORDINATES (ANGSTROEM)
1 C 0.21 -0.80 -1.18  C2 1.500, C3 1.488, C4 1.497
2 C 1.52 -1.51 -1.37  C1 1.500, H12 1.089, H13 1.087, H14 1.104
3 C 0.08 0.50 -1.90  C1 1.488, H15 1.090, H16 1.098, H17 1.095
4 C -1.00 -1.68 -1.15  C1 1.497, H18 1.099, H19 1.093, H20 1.090
5 C -1.53 0.90 2.68  N7 1.466, H21 1.096, H22 1.091, H23 1.092
6 N -0.15 0.05 0.88  N7 1.439, C8 1.379, H10 1.008
7 N -1.25 0.91 1.24  C5 1.466, N6 1.439, H11 1.014
8 C 1.18 0.39 0.97  N6 1.379, C9 1.339
9 C 1.64 1.65 0.92  C8 1.339, H24 1.084, H25 1.095
10 H -0.39 -0.90 1.13  N6 1.008
11 H -0.98 1.84 0.94  N7 1.014
12 H 1.64 -2.34 -0.67  C2 1.089
13 H 2.36 -0.83 -1.25  C2 1.087
14 H 1.55 -1.93 -2.39  C2 1.104
15 H -0.91 0.93 -1.80  C3 1.090
16 H 0.29 0.36 -2.97  C3 1.098
17 H 0.83 1.20 -1.52  C3 1.095
18 H -1.14 -2.14 -2.14  C4 1.099
19 H -0.88 -2.51 -0.45  C4 1.093
20 H -1.90 -1.13 -0.91  C4 1.090
21 H -0.65 1.16 3.28  C5 1.096
22 H -2.33 1.61 2.89  C5 1.091
23 H -1.87 -0.09 2.97  C5 1.092
24 H 2.69 1.83 1.07  C9 1.084
25 H 1.03 2.54 0.74  C9 1.095

## Properties
**ΔE to the lowest compared entry with this formula, charge and spin**: 6.312 eV



No. 5
A 2-piece molecular cluster, C7H16N2O3 overall at a distorted geometry, computed with the ωB97M-V functional and the def2-TZVPD basis.

Bonds (Å) are listed after each position.
CARTESIAN COORDINATES (ANGSTROEM)
1 O -3.90 2.90 -0.29  C2 1.243
2 C -4.48 1.88 0.12  O1 1.243, N3 1.431, H7 1.098
3 N -4.17 0.49 -0.07  C2 1.431, C4 1.446, H8 1.013
4 C -4.05 -0.70 0.73  N3 1.446, N5 1.309, H9 1.095
5 N -3.33 -1.72 0.32  C4 1.309, O6 1.425
6 O -3.00 -1.36 -1.02  N5 1.425, H10 0.962
7 H -5.32 2.11 0.79  C2 1.098
8 H -3.53 0.35 -0.84  N3 1.013
9 H -4.53 -0.82 1.71  C4 1.095
10 H -2.48 -2.11 -1.33  O6 0.962
11 C 4.57 1.42 0.14  C12 1.528, H17 1.109, H18 1.091, H19 1.084
12 C 3.33 0.57 0.43  C11 1.528, C13 1.547, H20 1.095, H21 1.089
13 C 2.22 0.69 -0.63  C12 1.547, C14 1.527, H22 1.119, H23 1.101
14 C 0.98 -0.12 -0.27  C13 1.527, O15 1.404, H24 1.119, H25 1.110
15 O 1.30 -1.48 -0.20  C14 1.404, C16 1.403
16 C 0.20 -2.26 0.15  O15 1.403, H26 1.106, H27 1.103, H28 1.094
17 H 5.05 1.06 -0.80  C11 1.109
18 H 5.28 1.35 0.96  C11 1.091
19 H 4.30 2.47 0.07  C11 1.084
20 H 2.91 0.84 1.41  C12 1.095
21 H 3.62 -0.48 0.53  C12 1.089
22 H 1.94 1.77 -0.74  C13 1.119
23 H 2.58 0.36 -1.61  C13 1.101
24 H 0.59 0.22 0.73  C14 1.119
25 H 0.18 0.06 -1.02  C14 1.110
26 H -0.19 -2.02 1.16  C16 1.106
27 H 0.54 -3.31 0.12  C16 1.103
28 H -0.62 -2.14 -0.56  C16 1.094

## Properties
**ΔE to the lowest compared entry with this formula, charge and spin**: 2.456 eV
**SMILES string**: O=CN/C=N\O.CCCCOC



No. 6
An isolated molecule of C7H16N2Si at a distorted geometry, computed with the ωB97M-V functional and the def2-TZVPD basis.

Bonds (Å) are listed after each position.
CARTESIAN COORDINATES (ANGSTROEM)
1 C 1.44 2.54 -1.08  C2 1.289, H11 1.063, H12 1.102
2 C 1.29 1.74 -0.08  C1 1.289, Si3 1.841, H13 1.159
3 Si 0.44 0.10 -0.11  C2 1.841, C4 1.927, N5 1.674, N9 1.772
4 C 1.85 -0.78 -1.09  Si3 1.927, H14 1.094, H15 1.055, H16 1.087
5 N -1.15 0.11 -0.63  Si3 1.674, C6 1.417, C7 1.456
6 C -1.63 0.75 -1.80  N5 1.417, H17 1.092, H18 1.130, H19 1.068
7 C -2.16 -0.50 0.22  N5 1.456, C8 1.575, H20 1.017, H21 1.075
8 C -1.51 -1.02 1.56  C7 1.575, N9 1.548, H22 1.081, H23 1.092
9 N 0.01 -0.93 1.26  Si3 1.772, C8 1.548, C10 1.431
10 C 0.96 -1.36 2.24  N9 1.431, H24 1.130, H25 1.140, H26 1.146
11 H 2.06 3.41 -1.13  C1 1.063
12 H 0.84 2.34 -1.98  C1 1.102
13 H 1.94 2.11 0.80  C2 1.159
14 H 1.91 -1.64 -0.41  C4 1.094
15 H 1.81 -1.31 -2.00  C4 1.055
16 H 2.75 -0.20 -0.96  C4 1.087
17 H -1.89 1.78 -1.59  C6 1.092
18 H -0.80 0.68 -2.57  C6 1.130
19 H -2.52 0.37 -2.25  C6 1.068
20 H -2.55 -1.27 -0.32  C7 1.017
21 H -3.04 0.09 0.40  C7 1.075
22 H -1.84 -0.28 2.28  C8 1.081
23 H -1.81 -2.05 1.75  C8 1.092
24 H 0.45 -2.05 2.97  C10 1.130
25 H 1.64 -2.04 1.63  C10 1.140
26 H 1.51 -0.58 2.89  C10 1.146

## Properties
**ΔE to the lowest compared entry with this formula, charge and spin**: 0.000 eV
**SMILES string**: C=C[Si]1(C)N(C)CCN1C



No. 7
An isolated ion of composition C7H16N3O2 and charge +1 at a distorted geometry, computed with the ωB97M-V functional and the def2-TZVPD basis.

Bonds (Å) are listed after each position.
CARTESIAN COORDINATES (ANGSTROEM)
1 C -0.55 -2.33 -1.30  N2 1.499, H13 1.067, H14 1.100, H15 1.113
2 N -0.16 -0.90 -1.09  C1 1.499, C3 1.394, H16 1.014
3 C -0.12 -0.14 0.07  N2 1.394, O4 1.410, N10 1.561
4 O 0.23 -0.82 1.25  C3 1.410, C5 1.449
5 C 1.63 -1.20 1.20  O4 1.449, C6 1.598, H17 1.181, H18 1.126
6 C 2.53 -0.10 0.49  C5 1.598, O7 1.173, C8 1.541
7 O 3.70 -0.08 0.34  C6 1.173
8 C 1.64 1.06 -0.01  C6 1.541, N9 1.344, H19 1.186
9 N 1.84 1.47 -1.27  C8 1.344, H20 1.067, H21 1.044
10 N -1.47 0.50 0.54  C3 1.561, C11 1.563, C12 1.432, H22 1.085
11 C -1.21 1.63 1.59  N10 1.563, H23 1.175, H24 1.210, H25 1.042
12 C -2.46 0.72 -0.47  N10 1.432, H26 1.098, H27 1.102, H28 1.115
13 H 0.15 -2.83 -1.93  C1 1.067
14 H -0.45 -2.85 -0.33  C1 1.100
15 H -1.54 -2.48 -1.79  C1 1.113
16 H 0.39 -0.51 -1.85  N2 1.014
17 H 1.82 -2.20 0.60  C5 1.181
18 H 2.15 -1.35 2.18  C5 1.126
19 H 1.51 1.87 0.85  C8 1.186
20 H 2.21 0.82 -2.03  N9 1.067
21 H 1.54 2.40 -1.64  N9 1.044
22 H -1.86 -0.31 1.14  N10 1.085
23 H -2.09 1.48 2.35  C11 1.175
24 H -0.15 1.31 2.08  C11 1.210
25 H -1.13 2.58 1.17  C11 1.042
26 H -3.32 1.15 0.04  C12 1.098
27 H -2.01 1.34 -1.26  C12 1.102
28 H -2.82 -0.23 -0.93  C12 1.115

## Properties
**Net charge**: +1
**ΔE to the lowest compared entry with this formula, charge and spin**: 3.378 eV
**SMILES string**: C/[NH+]=C(\OC/C([O-])=C/N)[NH+](C)C



No. 8
A 2-piece molecular cluster, C7H16N4S overall at a distorted geometry, computed with the ωB97M-V functional and the def2-TZVPD basis.

Bonds (Å) are listed after each position.
CARTESIAN COORDINATES (ANGSTROEM)
1 C -2.31 0.55 -0.20  C7 1.482, N8 1.279, N9 1.408
2 C 3.65 0.66 0.02  N10 1.320, N11 1.297, H13 1.014
3 C 0.02 0.92 0.06  N9 1.382, S12 1.689
4 C -3.53 -1.23 0.97  C7 1.586, H14 1.051, H15 1.071, H16 1.086
5 C -4.77 0.33 -0.67  C7 1.526, H17 1.200, H18 1.083, H19 1.183
6 C 5.68 -0.76 0.05  N11 1.454, H20 1.121, H21 1.014, H22 1.109
7 C -3.45 -0.39 -0.37  C1 1.482, C4 1.586, C5 1.526, H23 1.104
8 N -2.27 1.73 0.28  C1 1.279, S12 1.704, H24 1.004
9 N -1.00 0.09 -0.39  C1 1.408, C3 1.382, H25 1.002
10 N 4.27 1.80 -0.21  C2 1.320, H26 1.026, H27 0.999
11 N 4.25 -0.49 -0.02  C2 1.297, C6 1.454, H28 1.021
12 S -0.71 2.41 0.39  C3 1.689, N8 1.704
13 H 2.65 0.61 0.19  C2 1.014
14 H -4.23 -0.65 1.49  C4 1.051
15 H -2.56 -1.45 1.36  C4 1.071
16 H -4.06 -2.17 0.81  C4 1.086
17 H -5.68 -0.38 -0.35  C5 1.200
18 H -4.82 0.63 -1.71  C5 1.083
19 H -4.87 1.37 -0.12  C5 1.183
20 H 6.11 0.17 -0.42  C6 1.121
21 H 5.86 -1.68 -0.33  C6 1.014
22 H 6.10 -0.69 1.07  C6 1.109
23 H -3.34 -0.97 -1.31  C7 1.104
24 H -3.08 2.23 0.60  N8 1.004
25 H -0.94 -0.80 -0.84  N9 1.002
26 H 3.96 2.68 0.21  N10 1.026
27 H 5.16 2.01 -0.62  N10 0.999
28 H 3.71 -1.33 -0.22  N11 1.021

## Properties
**Net charge**: +2
**ΔE to the lowest compared entry with this formula, charge and spin**: 1.605 eV